# C41H64CuOP2Si

C41H64CuOP2Si as an isolated structure (ωB97M-V/def2-TZVPD, the OMol25 dataset).

Summary:
Orbital gap   6.8 eV
Net charge   -1
Relative energy (zero: lowest compared OMol25 entry of this formula, charge and spin)   0.000 eV
HOMO level   -0.1543 hartree

Element x y z (Å)
Cu 1.1952 0.8607 0.0784
C 3.2910 -0.6742 -1.9881
Si 1.4170 -0.6914 -1.5369
C 1.2073 -2.5752 -1.1377
C 1.7273 -3.4635 -2.0871
C 1.7739 -4.8331 -1.8966
C 1.2837 -5.3657 -0.7153
C 0.7344 -4.5165 0.2298
C 0.6876 -3.1272 0.0533
P -0.1689 -2.0639 1.3127
C -1.5368 -3.2281 1.8505
C -2.5006 -2.4955 2.7978
C -3.6607 -3.3958 3.2238
C -4.4315 -3.9195 2.0139
C -3.4875 -4.6170 1.0373
C -2.3418 -3.6915 0.6299
C 1.0491 -2.0798 2.7427
C 1.3538 -3.3983 3.4911
C 0.6626 -3.4501 4.8512
C 1.2104 -2.3580 5.7779
C 1.5109 -1.0611 5.0037
C 0.6722 -0.9583 3.7324
C 0.5749 -0.5051 -3.2695
C 1.3038 -0.4084 -4.4572
C 0.6965 -0.1030 -5.6684
C -0.6656 0.1558 -5.7134
C -1.4144 0.0659 -4.5480
C -0.8158 -0.2876 -3.3398
P -1.7060 -0.6321 -1.7717
C -3.2899 -1.4842 -2.2932
C -2.8784 -2.7566 -3.0506
C -4.0590 -3.7103 -3.2193
C -5.2127 -3.0100 -3.9354
C -5.6272 -1.7521 -3.1753
C -4.4471 -0.7885 -3.0137
C -2.1824 1.0375 -1.1178
C -2.6825 2.1157 -2.0771
C -2.9141 3.4290 -1.3257
C -3.8917 3.2353 -0.1675
C -3.3814 2.1657 0.7969
C -3.1358 0.8463 0.0677
H 3.5931 -1.3343 -2.8073
H 3.6092 0.3420 -2.2375
H 3.8532 -0.9800 -1.1011
H 2.0924 -3.0615 -3.0271
H 2.1754 -5.4810 -2.6676
H 1.3127 -6.4342 -0.5344
H 0.3143 -4.9621 1.1195
H -1.1458 -4.1068 2.3783
H -1.9808 -2.1305 3.6834
H -2.8933 -1.6147 2.2773
H -3.2634 -4.2465 3.7901
H -4.3322 -2.8508 3.8932
H -5.2259 -4.5995 2.3341
H -4.9124 -3.0772 1.5031
H -3.0734 -5.5125 1.5151
H -4.0343 -4.9506 0.1509
H -1.7041 -4.1827 -0.1052
H -2.7551 -2.8002 0.1448
H 1.9657 -1.7545 2.2377
H 1.0784 -4.2668 2.9009
H 2.4345 -3.4776 3.6525
H -0.4135 -3.3163 4.7116
H 0.7986 -4.4334 5.3095
H 0.4878 -2.1636 6.5754
H 2.1231 -2.7183 6.2613
H 1.3357 -0.1928 5.6425
H 2.5652 -1.0256 4.7131
H -0.3889 -0.9985 3.9927
H 0.8496 0.0051 3.2556
H 2.3763 -0.5626 -4.4408
H 1.2892 -0.0479 -6.5746
H -1.1448 0.4240 -6.6478
H -2.4744 0.2815 -4.5871
H -3.6827 -1.8128 -1.3204
H -2.4980 -2.4747 -4.0380
H -2.0530 -3.2483 -2.5267
H -3.7497 -4.6017 -3.7717
H -4.3983 -4.0428 -2.2316
H -4.8848 -2.7256 -4.9418
H -6.0651 -3.6852 -4.0502
H -6.4535 -1.2505 -3.6873
H -5.9905 -2.0402 -2.1819
H -4.1322 -0.4566 -4.0069
H -4.7735 0.0938 -2.4610
H -1.2218 1.3810 -0.7049
H -1.9547 2.2678 -2.8765
H -3.6225 1.8039 -2.5440
H -1.9578 3.7848 -0.9278
H -3.2846 4.1946 -2.0137
H -4.0464 4.1801 0.3607
H -4.8655 2.9267 -0.5680
H -2.4417 2.5031 1.2439
H -4.0940 2.0187 1.6136
H -2.7121 0.1072 0.7546
H -4.0956 0.4511 -0.2888
C 2.3833 3.8089 0.1903
C 1.6248 3.3956 1.4605
C 2.4567 3.7985 2.6875
C 0.2858 4.1498 1.4977
O 1.4032 2.0313 1.5059
H 2.6381 4.8740 0.1950
H 1.7726 3.5993 -0.6926
H 3.3040 3.2270 0.1107
H 2.6118 4.8807 2.7422
H 3.4299 3.3049 2.6449
H 1.9446 3.4677 3.5933
H 0.4237 5.2350 1.4550
H -0.2537 3.8947 2.4128
H -0.3237 3.8373 0.6463

Here are the Mulliken charges for atoms 1 to 5, given in e: number 1, Cu, carries -0.571; number 2, C, carries -1.620; number 3, Si, carries 2.592; number 4, C, carries 0.353; number 5, C, carries -0.605



# C41H65F2N5O6

A 3-piece molecular cluster, C41H65F2N5O6 overall in a non-equilibrium geometry (ωB97M-V/def2-TZVPD, the OMol25 dataset).

Summary:
Orbital gap (spin up / spin down)   7.8 / 8.0 eV
Multiplicity   3
HOMO level (spin up / spin down)   -0.3050 / -0.3092 hartree

Element x y z (Å)
C 0.5205 -2.7557 0.5001
C -0.8757 -3.1063 0.9245
O -1.1647 -4.2273 1.2049
O -1.8391 -2.1447 1.0633
C -2.1614 -1.4363 -0.1408
C -3.0310 -0.2773 0.2635
N -4.2451 -0.2595 -0.2050
C -5.0099 0.7930 0.2255
C -6.3593 0.8725 -0.2052
C -6.8992 -0.2119 -1.1149
C -8.0995 0.1996 -1.9002
O -9.1693 -0.2628 -1.7593
F -7.9019 1.1296 -2.8322
C -7.1651 1.9065 0.1987
C -6.6463 2.8708 1.0739
F -7.4606 3.8639 1.4654
C -5.3505 2.8373 1.5390
N -4.9129 3.8085 2.4596
C -3.9030 4.5154 2.1373
C -3.1120 5.1490 3.2343
C -3.4120 4.7537 0.7443
C -4.5188 1.7724 1.1020
N -3.2268 1.7182 1.5621
C -2.5055 0.7288 1.1383
O -1.2178 0.6595 1.5735
C -0.2363 1.0517 0.6066
C 0.8228 1.9273 1.2392
C 0.3900 3.4030 1.3949
C 2.1786 1.8128 0.5259
C 2.1234 1.9065 -1.0072
C 2.0917 3.3697 -1.4894
C 3.3666 1.2710 -1.6422
H 1.0694 -2.3264 1.3342
H 0.5615 -2.0798 -0.3503
H 0.9944 -3.6822 0.1993
H -2.7074 -2.0968 -0.8119
H -1.2678 -1.0934 -0.6611
H -6.1422 -0.5522 -1.8190
H -7.1720 -1.0733 -0.5142
H -8.1955 2.0003 -0.1108
H -2.0518 4.9356 3.1091
H -3.2488 6.2308 3.2787
H -3.4176 4.7388 4.1903
H -4.1283 4.4645 -0.0184
H -2.4921 4.1841 0.6149
H -3.1455 5.8006 0.6101
H -0.6713 1.5615 -0.2562
H 0.2593 0.1495 0.2426
H 0.9732 1.5469 2.2508
H 1.1891 4.0656 1.0761
H 0.1620 3.6668 2.4237
H -0.4776 3.6240 0.7752
H 2.8211 2.6167 0.8799
H 2.6601 0.8672 0.7786
H 1.2613 1.3950 -1.4378
H 2.8443 3.9368 -0.9454
H 1.1017 3.8178 -1.4316
H 2.3830 3.3835 -2.5390
H 4.1896 1.9811 -1.7039
H 3.1748 0.9575 -2.6656
H 3.7074 0.3983 -1.0836
C -1.9728 -4.2290 5.8274
C -0.5805 -4.6348 5.2670
C -0.6462 -5.9753 4.5189
C -0.6247 -7.2202 5.4038
C 0.5149 -7.1408 6.4169
C 0.4565 -5.8615 7.2491
N 0.4228 -4.6486 6.3750
O 1.6078 -4.4406 5.8934
C -0.7749 -5.9343 8.1721
C 1.6507 -5.7975 8.1952
C -0.2527 -3.5666 4.2305
H -2.0217 -4.2429 6.9123
H -2.2200 -3.2033 5.5541
H -2.7674 -4.8732 5.4488
H 0.2085 -6.0396 3.8383
H -1.5335 -5.9874 3.8847
H -1.5861 -7.3516 5.9077
H -0.4913 -8.1052 4.7782
H 0.4840 -8.0072 7.0812
H 1.4702 -7.1949 5.8853
H -0.8797 -5.0190 8.7569
H -0.6594 -6.7630 8.8712
H -1.7095 -6.1107 7.6448
H 2.6003 -5.8653 7.6671
H 1.6083 -6.6307 8.8963
H 1.6453 -4.8705 8.7708
H -0.1073 -2.5907 4.6979
H -1.0800 -3.4852 3.5309
H 0.6411 -3.8064 3.6548
C 2.1677 2.1101 -7.6706
C 2.9860 2.8089 -6.5484
C 3.7050 4.0618 -7.0736
C 5.0071 3.8046 -7.8277
C 5.9130 2.8710 -7.0303
C 5.2112 1.5668 -6.6593
N 3.9299 1.8275 -5.9304
O 4.2027 2.1851 -4.7148
C 4.9799 0.7521 -7.9464
C 6.1338 0.7005 -5.8085
C 1.9424 3.2881 -5.5430
H 2.5615 1.1374 -7.9492
H 1.1473 1.9100 -7.3437
H 2.1127 2.7188 -8.5741
H 3.9394 4.7129 -6.2252
H 3.0197 4.6283 -7.7061
H 4.8028 3.3964 -8.8211
H 5.5216 4.7531 -7.9942
H 6.8139 2.6470 -7.6050
H 6.2468 3.3844 -6.1230
H 4.4419 -0.1728 -7.7324
H 5.9403 0.4827 -8.3858
H 4.4353 1.2925 -8.7172
H 6.4766 1.2167 -4.9134
H 7.0173 0.4292 -6.3855
H 5.6345 -0.2201 -5.5019
H 1.4416 2.4473 -5.0596
H 1.1892 3.8772 -6.0669
H 2.3721 3.9212 -4.7688

Here are the Mulliken charges for atoms 1 to 5, given in e: number 1, C, carries -1.075; number 2, C, carries 0.700; number 3, O, carries -0.559; number 4, O, carries -0.097; number 5, C, carries -0.850



# C41H65N3O4Re

C41H65N3O4Re as an isolated structure in a non-equilibrium geometry (ωB97M-V/def2-TZVPD, the OMol25 dataset).

Summary:
Orbital gap (spin up / spin down)   5.3 / 4.4 eV
Net charge   +2
Multiplicity   4
HOMO level (spin up / spin down)   -0.4845 / -0.4752 hartree

Element x y z (Å)
Re 0.0009 0.0205 0.3011
C -6.7525 -0.1408 -3.1648
C -6.2147 -0.9389 -1.9641
C -6.0976 -2.4068 -2.3814
C -7.2164 -0.8487 -0.7988
C -4.8999 -0.3328 -1.5218
C -3.7250 -1.0565 -1.4464
C -2.5376 -0.4444 -1.0322
N -1.3126 -1.0217 -0.8834
C -0.9739 -2.2626 -1.3331
C -1.5606 -3.0136 -2.3488
C -1.1716 -4.3287 -2.5523
C -0.1287 -4.8401 -1.7554
C 0.5579 -4.1280 -0.7984
C 0.1403 -2.7829 -0.5578
O 0.6352 -1.9675 0.3066
C 1.7720 -4.7096 -0.0968
C 1.6137 -4.5618 1.4224
C 2.9926 -3.9359 -0.6190
C 1.9948 -6.1939 -0.4021
C -1.8587 -5.1841 -3.5954
C -1.2782 -6.5958 -3.7046
C -1.7560 -4.5129 -4.9736
C -3.3380 -5.3160 -3.1928
C -2.5605 0.9371 -0.5872
O -1.4677 1.4051 -0.1062
C -3.7699 1.6868 -0.6731
C -4.8797 1.0337 -1.1495
C -3.7962 3.1250 -0.1780
C -5.1821 3.7584 -0.3016
C -2.7977 3.9567 -0.9963
C -3.4009 3.1340 1.3066
H -7.6723 -0.6014 -3.5155
H -6.0335 -0.1463 -3.9811
H -6.9761 0.8889 -2.9058
H -7.0775 -2.7661 -2.6877
H -5.7638 -3.0342 -1.5581
H -5.4255 -2.5243 -3.2296
H -8.1699 -1.2609 -1.1165
H -7.3815 0.1765 -0.4807
H -6.8599 -1.4221 0.0540
H -3.7238 -2.1173 -1.6311
H -2.2772 -2.5561 -3.0105
H 0.1838 -5.8522 -1.9403
H 1.3868 -3.5376 1.7005
H 2.5302 -4.8623 1.9206
H 0.8069 -5.2010 1.7755
H 2.8424 -2.8656 -0.5416
H 3.1691 -4.1835 -1.6639
H 3.8742 -4.2101 -0.0482
H 1.1370 -6.7977 -0.1178
H 2.8513 -6.5407 0.1696
H 2.2202 -6.3572 -1.4525
H -0.2419 -6.5815 -4.0307
H -1.8442 -7.1525 -4.4463
H -1.3606 -7.1369 -2.7655
H -0.7141 -4.3831 -5.2552
H -2.2441 -3.5430 -4.9979
H -2.2325 -5.1443 -5.7175
H -3.4230 -5.7554 -2.2014
H -3.8443 -5.9693 -3.8972
H -3.8471 -4.3572 -3.1945
H -5.8068 1.5769 -1.2051
H -5.5090 3.7996 -1.3359
H -5.1465 4.7771 0.0737
H -5.9184 3.2179 0.2872
H -3.0988 3.9872 -2.0398
H -1.7964 3.5347 -0.9410
H -2.7712 4.9776 -0.6240
H -4.0635 2.4903 1.8807
H -3.4755 4.1412 1.7063
H -2.3797 2.7854 1.4367
C 0.9622 -0.0928 4.6836
C 0.2715 1.2426 4.3756
C -0.9163 0.8042 3.5265
O -0.4448 -0.2957 2.7548
C 0.4319 -1.0460 3.5997
H 0.6850 -0.4538 5.6725
H 2.0447 -0.0001 4.6450
H 0.9335 1.9001 3.8096
H -0.0473 1.7682 5.2697
H -1.2820 1.5717 2.8454
H -1.7425 0.4644 4.1626
H 1.2208 -1.4642 2.9717
H -0.1413 -1.8690 4.0438
C 4.3828 1.1450 0.3290
C 3.1717 0.3286 0.7921
C 3.6386 -1.0224 1.3292
C 2.1527 0.2089 -0.3457
H 5.0658 1.3047 1.1595
H 4.0781 2.1089 -0.0702
H 4.9189 0.6132 -0.4503
H 2.7115 0.8745 1.6242
H 4.3855 -1.4494 0.6685
H 2.8083 -1.7155 1.4146
H 4.0946 -0.9080 2.3104
H 2.3934 -0.6621 -0.9569
H 2.1980 1.0960 -0.9813
N 0.7011 1.7999 1.1131
C 0.9847 2.9280 1.2057
N 1.3150 4.1470 1.3851
C 0.4012 5.2594 1.1408
C 1.0151 6.1448 0.0446
O 2.2803 6.5983 0.4440
C 3.1752 5.5339 0.6166
C 2.6803 4.5626 1.7020
H 0.3191 5.8440 2.0622
H -0.5763 4.8842 0.8440
H 0.4038 7.0331 -0.1189
H 1.0889 5.5746 -0.8953
H 4.1261 5.9758 0.9177
H 3.3098 4.9906 -0.3328
H 2.6593 5.0795 2.6668
H 3.3357 3.6930 1.7595

Here are the Mulliken charges for atoms 1 to 5, given in e: number 1, Re, carries 1.775; number 2, C, carries -1.721; number 3, C, carries 1.812; number 4, C, carries -2.106; number 5, C, carries -1.620